Entry 1:
Molecular formula: C23H22Cl3MoN4Si
Method: DFT, ωB97M-V/def2-TZVPD

Its relative energy (zero: lowest compared OMol25 entry of this formula, charge and spin) is 46.9 kJ/mol. Its multiplicity is 1. As for the charge: +1. The strongest force on any atom comes out at 0.2 eV Å⁻¹. Its LUMO energy (spin up / spin down) is -5.0 / -4.9 eV. The frontier orbital gap (spin up / spin down) is 6.04 / 6.03 eV. The calculation puts the HOMO energy (spin up / spin down) at -0.407 / -0.403 Ha.

XYZ file:
```
54
Properties=species:S:1:pos:R:3:forces:R:3
Mo -0.208 0.120 -0.181 0.1324 0.1637 0.1103
C -5.438 0.231 -2.130 -0.0134 0.0035 0.0068
C -5.219 0.346 -0.761 -0.0029 -0.0095 0.0108
C -3.968 0.697 -0.283 -0.0059 -0.0038 -0.0303
C -2.935 0.937 -1.182 -0.0354 0.0326 0.0040
C -3.151 0.846 -2.547 -0.0209 -0.0126 0.0148
C -4.406 0.481 -3.020 0.0152 0.0025 -0.0169
N -1.641 1.328 -0.693 0.0197 -0.0919 0.0203
C -1.505 2.704 -0.389 -0.0247 0.0023 -0.0030
C -2.514 3.653 -0.487 0.0207 0.0496 0.0097
C -2.225 4.972 -0.163 -0.0221 -0.0119 -0.0062
C -0.955 5.369 0.248 0.0315 -0.0015 0.0078
C 0.061 4.437 0.333 -0.0414 0.0066 -0.0015
C -0.238 3.118 0.020 0.0602 -0.0323 -0.0103
N 0.677 2.057 -0.009 -0.1162 -0.0353 0.0639
N 1.902 2.304 0.018 0.0399 -0.0257 -0.0318
C 2.645 1.137 -0.131 0.0191 0.0578 0.0165
C 4.020 1.206 0.006 -0.0114 -0.0154 -0.0037
C 4.753 0.040 -0.105 0.0175 -0.0025 0.0016
C 4.082 -1.144 -0.368 -0.0354 -0.0009 -0.0048
C 2.709 -1.126 -0.530 0.0599 -0.0028 0.0108
N 1.977 -0.005 -0.414 -0.0700 0.0038 -0.0121
H -6.418 -0.042 -2.499 0.0012 -0.0026 0.0001
H -6.029 0.167 -0.065 -0.0008 0.0004 -0.0033
H -3.779 0.782 0.781 0.0091 0.0024 0.0003
H -2.340 1.060 -3.231 -0.0005 0.0018 -0.0034
H -4.576 0.403 -4.085 0.0010 0.0005 0.0010
H -3.505 3.374 -0.814 0.0011 -0.0034 -0.0025
H -3.014 5.710 -0.236 0.0019 0.0023 0.0029
H -0.766 6.403 0.500 -0.0006 -0.0001 0.0006
H 1.061 4.703 0.645 -0.0004 0.0041 0.0004
H 4.473 2.165 0.209 -0.0086 0.0047 -0.0001
H 5.828 0.054 0.008 -0.0006 -0.0035 -0.0027
H 4.611 -2.081 -0.467 -0.0082 -0.0044 -0.0001
H 2.179 -2.035 -0.759 -0.0033 -0.0122 -0.0028
Cl -0.195 0.006 2.126 -0.0068 0.0279 -0.0938
Si -0.548 -1.968 -1.419 -0.0210 -0.1250 -0.0954
Cl 0.401 -3.767 -1.213 0.0048 -0.0017 -0.0062
Cl -1.293 -1.917 -3.309 0.0318 0.0093 0.0191
C -4.491 -3.096 0.997 -0.0096 -0.0171 0.0015
C -3.421 -3.527 -0.023 -0.0268 0.0452 0.0103
C -2.749 -4.827 0.435 0.0048 -0.0138 -0.0071
C -4.047 -3.695 -1.413 -0.0107 0.0032 0.0008
C -2.439 -2.435 -0.060 0.0407 -0.0226 0.0270
C -1.682 -1.467 -0.004 -0.0136 0.0210 -0.0039
H -5.246 -3.880 1.057 0.0007 0.0020 0.0032
H -4.974 -2.170 0.688 -0.0051 0.0068 -0.0074
H -4.057 -2.955 1.987 0.0018 -0.0029 -0.0018
H -3.510 -5.603 0.518 0.0003 -0.0003 -0.0021
H -2.273 -4.704 1.407 0.0011 0.0036 0.0009
H -2.000 -5.161 -0.283 -0.0071 -0.0008 0.0088
H -4.823 -4.459 -1.361 0.0025 -0.0016 -0.0033
H -3.305 -4.013 -2.146 0.0020 -0.0021 -0.0010
H -4.498 -2.762 -1.756 0.0025 0.0026 0.0033
```
Forces are in eV/Å.

Results of the Mulliken charge analysis, in e, for atoms 1 through 5: Mo -0.092; C -0.559; C -0.903; C 0.569; C -1.129

Entry 2:
Molecular formula: C23H22Cl44N2O3
Method: DFT, ωB97M-V/def2-TZVPD

Its multiplicity is 2. As for the charge: -1. The strongest force on any atom comes out at 1.5 eV Å⁻¹. Its expectation value of S² is 0.754. Its LUMO energy (spin up / spin down) is 1.1 / 1.1 eV. The frontier orbital gap (spin up / spin down) is 6.59 / 6.63 eV. The calculation puts the HOMO energy (spin up / spin down) at -0.201 / -0.203 Ha.

XYZ file:
```
94
Properties=species:S:1:pos:R:3:forces:R:3
C 2.581 -3.005 4.050 -0.5251 -0.1194 -0.1601
C 2.007 -2.316 5.306 0.6969 -0.5507 -0.0305
C 2.809 -2.823 6.519 0.0071 0.0516 0.0121
C 2.164 -0.795 5.220 0.0307 0.1860 -0.1959
C 1.173 -0.028 4.330 -0.4034 -0.0230 0.2363
C 1.215 1.458 4.816 0.4198 -0.1404 -0.2582
C 1.149 2.553 3.760 -0.3160 0.4190 0.1389
N -0.079 2.553 2.923 0.3195 0.0076 0.2218
C 1.617 -0.043 2.823 -0.1701 -0.0732 -0.0799
O 2.813 0.230 2.625 0.1782 -0.1270 -0.0599
O 0.728 -0.268 1.956 0.2122 -0.1502 0.1118
C -0.259 -0.559 4.537 0.0916 0.0209 -0.4773
C -0.458 -2.084 4.636 -0.4866 -0.2680 -0.2973
C -1.839 -2.345 5.262 0.0384 -0.1031 -0.0781
C -0.482 -2.775 3.263 0.0116 -0.3660 0.1541
N 0.571 -2.679 5.555 -0.0217 1.5017 0.2516
O 0.258 -2.465 6.786 -0.0851 -0.4786 0.1531
H 2.032 -3.923 3.833 0.1219 -0.0997 0.0909
H 3.622 -3.280 4.208 0.0312 0.1637 -0.0330
H 2.521 -2.371 3.168 0.0561 0.0260 -0.0104
H 3.847 -2.989 6.228 -0.0128 0.0531 -0.0055
H 2.397 -3.759 6.897 0.0350 -0.0199 -0.0285
H 2.806 -2.094 7.327 -0.1383 -0.1063 0.0833
H 2.125 -0.380 6.232 -0.1602 -0.1065 0.0299
H 3.160 -0.586 4.817 0.0206 0.0328 0.1037
H 0.428 1.605 5.561 0.0209 0.0104 0.0005
H 2.168 1.605 5.335 -0.0290 0.0775 -0.0019
H 2.043 2.523 3.136 -0.0290 -0.1902 -0.0097
H 1.181 3.511 4.297 0.0485 -0.0380 0.0113
H 0.229 2.568 1.958 -0.2193 -0.0266 -0.0764
H -0.541 1.655 3.019 0.0954 -0.0450 -0.1568
H -0.842 -0.248 3.665 -0.0824 0.0250 0.0911
H -0.723 -0.094 5.411 0.2311 -0.1054 0.1623
H -2.114 -1.590 5.995 0.0190 -0.0637 0.0588
H -1.852 -3.322 5.746 -0.0049 0.0101 -0.0196
H -2.582 -2.361 4.462 -0.0338 0.1611 0.0371
H -0.911 -2.111 2.515 0.0535 0.0498 0.0225
H 0.488 -3.095 2.913 0.0708 0.2021 -0.1584
H -1.105 -3.674 3.324 0.0723 -0.0136 0.0444
C 2.507 -3.895 -0.429 -0.0799 0.0640 0.0338
Cl 1.768 -2.519 0.359 -0.0109 0.0991 0.2486
Cl 4.266 -3.723 -0.421 0.0350 -0.0020 -0.0267
Cl 2.067 -5.384 0.442 0.0133 -0.0368 0.0024
Cl 1.936 -4.026 -2.101 0.1085 0.1412 -0.0140
C 4.167 -0.274 -3.112 -0.0354 0.0643 0.0382
Cl 2.836 -0.451 -1.988 0.0619 0.0883 -0.0402
Cl 4.436 -1.790 -3.983 0.0072 -0.0368 -0.0221
Cl 3.803 1.010 -4.279 -0.0702 -0.0728 -0.0359
Cl 5.639 0.155 -2.226 0.0248 0.0046 -0.0105
C -1.531 0.805 -1.209 0.0828 -0.0689 0.0443
Cl -0.503 -0.579 -0.902 -0.1115 -0.0028 -0.0501
Cl -0.536 2.258 -1.368 0.0121 0.0328 -0.0016
Cl -2.445 0.560 -2.714 -0.0234 0.0261 0.0065
Cl -2.666 1.016 0.128 -0.0080 0.0158 0.0197
C -6.347 0.030 -4.575 0.0323 -0.0202 0.0727
Cl -4.790 0.528 -5.242 0.0423 0.0004 0.0570
Cl -7.485 1.381 -4.641 -0.0012 0.0180 -0.0003
Cl -6.979 -1.313 -5.539 -0.0099 0.0206 0.0185
Cl -6.138 -0.477 -2.902 0.0064 -0.0247 -0.0167
C -5.972 3.087 -8.889 0.0033 0.0105 0.0220
Cl -6.692 4.448 -8.022 -0.0027 0.0057 0.0016
Cl -4.214 3.264 -8.903 0.0078 0.0021 -0.0023
Cl -6.401 1.582 -8.083 -0.0941 0.0462 -0.1312
Cl -6.573 3.067 -10.552 -0.0040 -0.0017 -0.0082
C -3.194 2.934 6.274 0.0874 0.0233 0.0560
Cl -1.924 3.116 5.079 -0.2092 -0.0117 -0.1288
Cl -3.061 1.354 7.056 0.0017 -0.0177 0.0105
Cl -3.056 4.204 7.512 -0.0053 0.0053 0.0070
Cl -4.780 3.068 5.495 -0.0124 0.0035 0.0002
C -7.259 -1.969 -9.887 -0.0249 0.0170 0.0134
Cl -8.538 -1.896 -8.668 -0.0097 0.0049 -0.0401
Cl -7.264 -3.565 -10.646 0.0019 -0.0036 -0.0052
Cl -7.550 -0.731 -11.113 -0.0046 0.0087 -0.0072
Cl -5.699 -1.682 -9.121 0.0539 -0.0838 0.0038
C 1.696 6.308 6.438 -0.0113 0.0024 0.0423
Cl 1.394 7.949 7.043 0.0107 0.0011 0.0110
Cl 1.920 6.366 4.692 -0.0061 0.0012 -0.0232
Cl 3.157 5.668 7.201 0.0132 -0.0009 -0.0030
Cl 0.325 5.279 6.835 0.0099 0.0091 -0.0335
C -0.520 -7.572 -3.582 -0.0065 0.0026 0.0032
Cl 0.390 -7.073 -5.016 0.0000 -0.0006 -0.0067
Cl -0.389 -9.328 -3.394 0.0022 -0.0096 0.0040
Cl 0.136 -6.767 -2.166 -0.1055 -0.1683 -0.0135
Cl -2.220 -7.135 -3.789 -0.0086 0.0010 -0.0001
C 5.781 4.444 -5.704 -0.0599 -0.0324 -0.0215
Cl 6.845 4.015 -7.050 0.0724 -0.0134 0.0392
Cl 6.201 3.493 -4.288 0.0972 0.0729 0.0343
Cl 5.953 6.167 -5.348 0.0036 0.0067 -0.0028
Cl 4.104 4.109 -6.162 -0.0129 0.0070 0.0069
C 3.813 3.657 -10.189 -0.0074 -0.0093 0.0390
Cl 4.739 5.095 -9.755 -0.0109 0.0311 -0.0577
Cl 2.169 3.808 -9.561 -0.0099 0.0003 0.0056
Cl 3.758 3.501 -11.950 -0.0034 0.0023 -0.0101
Cl 4.577 2.227 -9.495 0.0031 -0.0060 -0.0068
```
Forces are in eV/Å.

Results of the Mulliken charge analysis, in e, for atoms 1 through 5: C -1.826; C 2.557; C -1.880; C -3.326; C 4.111

Entry 3:
Molecular formula: C23H22ClN3O4
Method: DFT, ωB97M-V/def2-TZVPD

Its relative energy (zero: lowest compared OMol25 entry of this formula, charge and spin) is 0.0 kJ/mol. Its multiplicity is 1. As for the charge: 0. The strongest force on any atom comes out at 1.3 eV Å⁻¹. Its LUMO energy is 0.5 eV. The frontier orbital gap is 7.96 eV. As for the SMILES: Cc1ccc(NC(=O)c2cc(NC(=O)c3ccco3)ccc2N2CCOCC2)cc1Cl. The calculation puts the HOMO energy at -0.275 Ha.

XYZ file:
```
53
Properties=species:S:1:pos:R:3:forces:R:3
C 4.791 3.911 -3.211 -0.0056 -0.0186 -0.0011
C 3.748 3.029 -2.603 0.0603 -0.0645 -0.1174
C 3.069 3.390 -1.446 -0.0582 -0.1247 -0.0555
C 2.106 2.575 -0.887 -0.0361 -0.1198 -0.0160
C 1.790 1.354 -1.478 0.3837 0.1918 -0.2880
C 2.454 0.969 -2.638 -0.0473 -0.1414 -0.0363
C 3.414 1.805 -3.177 -0.1699 0.2198 0.3603
Cl 4.219 1.297 -4.621 0.0980 -0.0906 -0.1954
H 2.227 0.025 -3.105 0.0205 -0.0016 -0.0222
N 0.792 0.576 -0.888 -0.1732 0.1826 0.3109
C 0.441 -0.716 -1.161 -0.0963 0.1079 0.1249
O 0.975 -1.403 -2.009 0.1963 0.0224 -0.0584
C -0.640 -1.191 -0.239 -0.3122 -0.2692 0.1056
C -0.278 -1.140 1.106 -0.0254 -0.1376 0.2115
C -1.136 -1.544 2.116 -0.0246 0.1213 -0.4975
C -2.381 -2.059 1.758 0.2315 0.1781 0.0446
C -2.748 -2.113 0.437 0.1161 0.0052 -0.0107
C -1.918 -1.660 -0.607 0.2036 -0.0256 0.3863
N -2.443 -1.717 -1.880 -0.1397 -0.1485 -0.3439
C -1.671 -1.731 -3.104 0.2140 0.1530 -0.2988
H -0.674 -2.123 -2.925 -0.1857 -0.0142 -0.0727
C -1.609 -0.336 -3.733 0.1778 -0.3395 0.0346
O -2.911 0.162 -3.970 -0.0487 0.0218 -0.1347
C -3.664 0.191 -2.783 -0.2602 -0.1811 0.2340
H -4.652 0.567 -3.057 0.0219 0.0131 0.0851
C -3.773 -1.202 -2.141 -0.1114 0.4517 -0.1663
H -4.352 -1.123 -1.223 -0.0069 -0.0434 -0.0456
H -4.283 -1.879 -2.836 -0.0604 0.0446 0.0656
H -3.200 0.882 -2.059 -0.0556 -0.0447 -0.0381
H -1.112 -0.369 -4.703 0.0596 0.0039 0.0566
H -1.062 0.354 -3.072 -0.0120 -0.0129 -0.0549
H -2.193 -2.398 -3.802 0.0439 0.0533 -0.0129
H -3.705 -2.541 0.183 -0.0645 -0.0342 -0.0420
H -3.054 -2.426 2.520 -0.0975 -0.0256 0.0780
N -0.790 -1.465 3.468 -0.1487 -0.2380 0.3619
C 0.170 -0.678 4.031 -0.3383 -0.1781 -0.0961
O 0.896 0.084 3.419 0.0777 -0.0026 0.1241
C 0.249 -0.828 5.491 0.9247 0.7411 0.5798
C 1.093 -0.220 6.385 -0.4826 -0.3056 -0.7711
C 0.744 -0.717 7.659 -0.4398 -0.3933 0.0477
C -0.282 -1.589 7.452 0.4411 0.2997 0.6431
O -0.592 -1.666 6.151 -0.2252 -0.1475 -0.4191
H -0.855 -2.194 8.127 -0.1245 -0.1099 -0.0017
H 1.193 -0.463 8.596 0.0434 0.0011 0.2280
H 1.858 0.488 6.143 0.1422 0.1447 -0.1336
H -1.380 -1.987 4.102 0.1696 0.0824 -0.0320
H 0.703 -0.781 1.374 0.0215 0.0194 0.0018
H 0.348 0.999 -0.083 -0.0395 -0.1521 -0.1946
H 1.598 2.880 0.017 -0.0608 0.0343 0.1105
H 3.305 4.332 -0.973 0.0293 0.0962 0.0390
H 4.916 4.819 -2.628 0.0196 0.0658 0.0272
H 4.512 4.180 -4.229 0.0640 0.0630 -0.0609
H 5.745 3.388 -3.260 0.0904 0.0465 -0.0436
```
Forces are in eV/Å.

Results of the Mulliken charge analysis, in e, for atoms 1 through 5: C -1.622; C 0.662; C -0.840; C -0.801; C 0.505

Question: What is the charge in the first record?
Answer: +1

Question: Number 1 is which compound?
Answer: C23H22Cl3MoN4Si